# 1
The following is a quantum chemistry calculation of 8 unconnected molecules or ions with the total composition C14H42N17O8, from OMol25.

The geometry in ORCA input format:
```
! wB97M-V def2-TZVPD RIJCOSX def2/J DEFGRID3
* xyz 1 1
O -0.1760 3.7262 -2.2034
O -0.4450 0.5127 0.8116
O 4.6877 3.0082 1.0198
O -0.1996 5.4728 1.4789
O 5.6330 -2.5874 -1.3514
O -2.1954 -1.5477 -3.2471
O -5.6248 -5.4650 0.0769
O -4.3379 -3.2594 2.9519
N -3.4865 -5.1082 1.9517
N -7.1633 -5.3737 -1.5807
N 0.8410 0.2274 1.1180
N 0.9577 7.4169 1.6410
N -1.7691 3.1126 -0.7161
N 6.8352 -1.2805 -2.7637
N -1.2669 -1.4654 -5.3122
N 3.8446 3.0198 3.1166
N 5.4062 -0.3416 -1.2061
N 2.9798 0.3565 1.2903
N -2.0917 -3.4513 -4.4717
N -2.2643 4.5893 -2.4154
N 4.8650 4.9033 2.2504
N -2.2743 -3.9747 3.5661
N -6.4656 -3.4487 -0.5077
N 0.3957 6.5498 -0.4259
N 4.3299 -2.6102 1.7743
C -0.8757 -0.2012 -0.3893
C 5.9399 -1.4806 -1.7581
C -6.3709 -4.8029 -0.6300
C -3.4335 -4.0695 2.8234
C 2.5867 -0.8120 1.9360
C 3.4160 -1.8326 2.6448
C -2.8642 -0.9434 0.8953
C 4.4820 3.6160 2.0680
C 1.8868 0.9609 0.8138
C -2.3695 -0.3044 -0.4156
C 1.2294 -0.8882 1.8295
C 0.3467 6.4174 0.9312
C -1.8707 -2.1199 -4.2798
C -1.3313 3.8001 -1.8046
H -1.9718 5.1094 -3.2212
H -2.6007 -0.9560 -1.2494
H 4.7442 -0.4737 -0.4713
H -1.1042 2.5340 -0.2398
H -2.7384 -5.7648 1.8374
H -7.0730 -2.8823 -1.0678
H 5.2832 -2.4072 2.0477
H 3.5723 2.0702 2.9791
H 3.9311 -1.4146 3.5039
H -3.6383 -1.6778 0.7271
H 7.2460 -2.0957 -3.1793
H -0.9943 -1.9111 -6.1671
H -3.1859 -0.1927 1.6058
H 4.2486 -2.2948 0.8143
H 5.6430 0.5903 -1.4927
H 5.3340 5.3568 1.4881
H 2.6876 -2.5311 3.0461
H 0.8477 7.3108 -0.8948
H -2.8366 0.6540 -0.6033
H -0.4576 0.3393 -1.2362
H -3.2124 4.6700 -2.1014
H -2.2188 -3.2287 4.2328
H -1.0975 -0.4838 -5.1985
H -2.7057 3.1664 -0.3641
H -7.1156 -6.3702 -1.6811
H 7.0999 -0.3750 -3.1010
H 0.5329 -1.6226 2.1758
H -7.7877 -4.8535 -2.1662
H 3.6443 3.4649 3.9925
H -5.9087 -3.0134 0.2055
H -0.0477 5.8348 -0.9742
H -4.3312 -5.2187 1.3964
H 1.8425 1.8911 0.2793
H -2.0422 -1.4739 1.3723
H 3.9325 0.6909 1.2034
H 4.7047 5.4149 3.0972
H 1.4083 8.2036 1.2151
H -0.4575 -1.2047 -0.4242
H -1.8364 -3.9406 -5.3080
H 0.9311 7.3513 2.6404
H -2.5375 -3.9558 -3.7285
H -1.5213 -4.6319 3.4996
*
```

Values from the calculation:
- HOMO: -11.149 eV
- Energy: -2091.453409 Ha

---

# 2
The following is a quantum chemistry calculation of 7 unconnected molecules or ions with the total composition C14H42O7, from OMol25.

The geometry in ORCA input format:
```
! wB97M-V def2-TZVPD RIJCOSX def2/J DEFGRID3
* xyz 0 1
O -1.0348 3.0944 -0.4357
O -0.1678 -0.3946 -4.0247
O -2.0078 -0.9326 3.1923
O 0.1392 0.6124 -1.2507
O 5.3932 -0.6116 -2.7037
O 4.2322 1.8164 2.4853
O -3.6088 -1.8066 0.9743
C -5.3768 -3.3716 0.4153
C -1.5718 -0.2656 -4.1747
C -1.8258 -0.6386 -5.6357
C 2.7802 -0.0456 2.8113
C -2.3828 1.3104 2.4463
C 0.6842 -1.6286 -0.6627
C 0.8112 3.9034 0.8813
C -1.6798 0.4504 3.2773
C 0.0992 -0.2816 -0.0997
C 4.7142 -1.7696 -0.6817
C 3.3402 1.0084 1.8353
C -4.3468 -2.8076 1.5683
C -0.3978 4.2964 0.0433
C 4.3042 -0.7486 -1.7907
H 1.5412 -1.7726 -1.2507
H -1.0728 4.8014 0.6723
H 0.4472 -2.0586 0.2543
H -2.8378 -0.4086 -5.9037
H -0.4278 1.3534 -0.9817
H 2.0972 0.3684 3.6503
H 0.7732 0.0084 0.5823
H -4.8668 -2.5616 2.4163
H -0.9068 -0.4096 0.5333
H 3.5042 -0.8496 -2.5377
H 4.0592 0.2414 -1.5837
H 3.8442 2.4014 2.8633
H 5.2412 -2.7596 -0.9287
H 3.8302 0.2024 1.1703
H -5.6698 -4.1856 1.0013
H -2.1398 1.1524 1.4333
H 1.5392 4.6634 1.1503
H 5.1252 -0.7566 -3.5897
H -1.8648 3.4894 -0.6757
H -1.9078 0.6514 4.4453
H 3.5302 -0.6106 3.3053
H -1.6618 0.6954 -3.9687
H -3.3128 -1.2316 1.5293
H -3.7558 -3.6936 1.7583
H -4.7838 -3.7666 -0.4927
H -0.0158 4.7384 -0.7517
H 1.4492 3.3134 0.1323
H 5.4072 -1.1506 -0.0357
H -1.3078 0.0554 -6.2217
H -5.9868 -2.6726 0.1613
H -2.2208 2.2614 2.9603
H -2.0688 -0.8806 -3.6007
H 2.4852 1.5054 1.3473
H 0.0502 -1.9756 -1.4047
H 2.3992 -0.8466 2.2543
H -1.5038 -1.5306 3.6353
H 0.6282 3.4144 1.8613
H -3.5668 1.2794 2.4823
H -0.5718 0.4524 3.1843
H 3.8982 -2.1836 -0.1467
H -1.6598 -1.7006 -6.0547
H 0.1622 -0.2336 -3.1237
*
```

Values from the calculation:
- HOMO: -9.591 eV
- Energy: -1084.892958 Ha

---

# 3
The following is a quantum chemistry calculation of 7 unconnected molecules or ions with the total composition C14H42O7, from OMol25.

The geometry in ORCA input format:
```
! wB97M-V def2-TZVPD RIJCOSX def2/J DEFGRID3
* xyz 0 1
O -0.6027 -3.8139 -2.9463
O 0.1490 -5.5683 3.0750
O -2.6067 -1.3936 3.3825
O -4.1950 3.4593 -0.0686
O 0.9658 0.9299 0.2410
O 1.4991 1.3306 -2.5506
O 1.4831 6.1376 -1.1405
C -2.7565 -1.1114 1.9839
C 1.2665 -5.0602 3.7632
C 0.6424 -3.1799 -3.0210
C -2.9536 3.0138 0.4667
C 0.8167 -1.3253 -0.2159
C 0.1019 -0.1204 0.4254
C 2.2549 -4.4794 2.7874
C 0.2608 -1.8393 -3.5346
C 1.2487 4.5090 0.5626
C 2.7278 1.7387 -3.1150
C -2.9931 2.7865 1.9447
C 0.8876 5.9437 0.1041
C -4.1710 -1.4550 1.4828
C 3.8139 0.6211 -3.2180
H 3.1305 2.5581 -2.5196
H 1.3667 6.5104 0.9025
H -0.8010 -4.2881 -3.7571
H -4.5385 -2.3172 2.0394
H -1.9884 2.7981 2.3675
H -1.9895 -1.7335 1.5226
H 1.7281 -1.6355 0.2952
H 1.7768 -5.7844 4.3982
H 1.0516 -3.2320 -2.0121
H 0.9718 -1.1675 -1.2832
H 1.3555 -3.6600 -3.6911
H -4.0705 -1.6841 0.4219
H -3.5091 3.6824 2.2900
H -2.6367 -2.3461 3.4990
H 2.4323 6.0030 -1.0904
H 3.4997 -0.3362 -3.6339
H -0.1848 6.1383 0.1208
H -2.7089 2.1496 -0.1508
H 0.8991 2.0766 -2.6221
H -4.7203 2.6751 -0.2438
H 4.6189 0.8827 -3.9049
H 2.4614 -5.2751 2.0717
H -0.4345 -1.3059 -2.8865
H 3.1711 -4.1205 3.2562
H -0.5446 -4.9070 3.1307
H 0.2177 -2.2292 -0.1050
H -4.8527 -0.6179 1.6334
H 1.0061 4.4075 1.6204
H 1.1084 -1.1547 -3.5043
H 2.3137 4.2962 0.4696
H -0.2394 -0.3326 1.4385
H -2.0841 3.6666 0.3906
H 0.7760 3.7329 -0.0392
H -0.0404 -1.9264 -4.5785
H 1.0199 -4.3217 4.5260
H -0.8082 -0.0085 -0.1640
H -3.6117 1.9540 2.2798
H 4.0380 0.2981 -2.2014
H 2.3853 2.1533 -4.0631
H 1.7899 -3.6782 2.2129
H -2.4553 -0.0764 1.8221
H 1.2605 1.0326 -0.6669
*
```

Values from the calculation:
- HOMO: -9.716 eV
- Energy: -1085.126728 Ha

---

# 4
The following is a quantum chemistry calculation of a molecular structure, C14H45O19PRb2, from OMol25.

The geometry in ORCA input format:
```
! wB97M-V def2-TZVPD RIJCOSX def2/J DEFGRID3
* xyz 0 1
Rb -0.8086 2.6872 -1.6049
Rb -3.0137 -1.7944 -0.0665
P 0.1737 -0.2444 -0.3025
O 1.6750 0.1133 -0.1026
O 2.0251 -3.3285 0.4565
O -3.7033 2.1796 2.8403
O -0.4369 -2.5313 -2.8971
O 0.4659 2.2469 2.4700
O 2.8690 -0.6543 1.8318
O -0.6683 -4.1286 0.7458
O -0.2584 -0.2139 -1.8289
O 2.1232 2.5437 -0.8799
O -2.7099 -0.3189 -2.3696
O -3.0529 1.2773 -0.1393
O -0.6464 0.7675 0.5140
O 4.2088 0.3966 -0.7123
O -2.0815 -0.2904 2.4404
O 2.1406 -0.7990 -3.1183
O -0.0925 -1.6264 0.3860
O -0.6440 0.7384 -4.0745
O 0.5572 -1.5828 2.8845
O 1.7888 4.7221 2.1272
C 4.4307 1.8204 -0.5977
C 0.4173 -4.9470 1.2661
C -3.7348 2.4190 0.4360
C -0.2306 3.4396 2.3259
C -1.6940 -0.0830 -4.6575
C 3.4057 2.6340 -1.4357
C -0.5849 -1.9026 3.6391
C -4.5355 2.1583 1.6948
C -1.4842 -0.6486 3.6697
C 1.6008 -1.7722 -3.9765
C -2.8970 0.1892 -3.6879
C 0.8829 -2.8910 -3.1774
C 0.5826 4.6462 2.9119
C 1.6488 -4.7280 0.3434
H 1.4114 -5.0284 -0.6771
H 1.2902 -2.7143 0.3907
H -1.1425 -2.7864 3.3292
H 5.4503 2.0049 -0.9361
H 2.0005 1.6326 -0.6035
H -3.1648 1.2426 -3.6055
H 3.5441 -0.0297 2.1069
H -1.9152 0.2741 -5.6634
H 0.9226 4.4569 3.9301
H -1.7919 -0.1991 -2.1154
H -0.3623 3.5734 1.2522
H -0.0263 1.6156 1.9402
H 0.2764 -1.5065 1.9696
H -3.1988 1.3631 2.8594
H -1.3955 -0.0011 1.8345
H 3.2593 0.2567 -0.6905
H -2.1907 1.0872 0.2377
H -2.3383 -0.9447 4.2787
H 1.5193 -0.5946 -2.4157
H -5.1121 1.2437 1.5563
H 3.7239 3.6745 -1.3702
H -4.5705 2.6248 -0.2328
H 0.8441 -3.8338 -3.7231
H -0.3481 -3.2300 0.6382
H 1.9922 3.8258 1.8498
H -1.4220 -1.1347 -4.7475
H 2.4098 -0.3543 1.0439
H 2.5417 -5.2228 0.7257
H 0.1177 -5.9944 1.3009
H 1.0079 -1.2554 -4.7311
H 4.3653 2.1491 0.4395
H -3.1615 3.3391 0.5495
H 0.6235 -4.6730 2.3007
H 2.2269 -0.7272 2.5417
H 0.1286 5.6369 2.9340
H 1.4539 -3.0869 -2.2698
H -3.8121 -0.2560 -4.0786
H -0.4326 0.3074 -3.2432
H 2.4275 -2.1204 -4.5957
H -1.2764 3.2608 2.5758
H 3.3093 2.3009 -2.4691
H -0.9978 0.1478 4.2330
H -5.3078 2.9136 1.8399
H -0.1839 -2.0669 4.6393
H -0.4141 -1.6652 -2.4837
*
```

Values from the calculation:
- HOMO: -9.053 eV
- Energy: -2379.636208 Ha

---

Per-record HOMO-LUMO gap, eV: 9.057 9.965 10.127 8.814